No. 1
An isolated molecule of C3H5NO2. Source: OMol25; level of theory: the ωB97M-V functional and the def2-TZVPD basis.

Element x y z (Å)
H 0.7727 -0.2901 2.8283
N 1.0427 -0.5846 1.8922
C 0.0122 -0.7587 1.1926
O 0.1550 -1.2250 -0.0879
C -0.2956 -0.3498 -1.0631
C 0.1251 1.0477 -1.1368
O -1.1648 0.6557 -0.6252
H -1.0300 -0.6043 1.4901
H -0.5116 -0.9019 -1.9791
H 0.8395 1.4487 -0.4148
H 0.0547 1.5623 -2.0963

Output
* SMILES string: [H]/N=C/O[C@@H]1CO1
* ΔE to the lowest compared entry with this formula, charge and spin: 260.9 kJ/mol
* calculated total energy: -8774.99105 eV
* orbital gap: 11.42 eV



No. 2
An isolated molecule of C3H8O3. Source: OMol25; level of theory: the ωB97M-V functional and the def2-TZVPD basis.

Element x y z (Å)
O -1.0926 -1.8091 0.6422
C -0.5532 -0.5208 0.9328
C -0.4767 0.3110 -0.3547
O -0.0965 -0.5341 -1.4267
C 0.6129 1.3728 -0.2489
O 1.8747 0.7528 -0.1379
H -0.3739 -2.4490 0.6804
H -1.2066 -0.0379 1.6678
H 0.4544 -0.6022 1.3550
H -1.4510 0.7782 -0.5697
H -0.5808 -1.3597 -1.2621
H 0.5723 2.0323 -1.1281
H 0.4675 1.9887 0.6459
H 1.8777 0.0906 -0.8469

Output
* SMILES string: OCC(O)CO
* ΔE to the lowest compared entry with this formula, charge and spin: 113.1 kJ/mol
* calculated total energy: -9382.63014 eV
* orbital gap: 10.98 eV



No. 3
A cluster of 2 separate species, C12H21N2O in total. Source: OMol25; level of theory: the ωB97M-V functional and the def2-TZVPD basis.

Element x y z (Å)
C 0.0663 -1.5048 1.1980
C 1.3319 -1.4441 0.7697
C 0.2444 0.2193 -0.2201
C 2.6282 0.9968 2.1309
C 3.0740 1.5761 1.1682
C 3.8480 -1.0311 -0.3376
C 2.7516 0.7426 -1.9725
C -4.2648 0.8101 0.6084
C -3.1702 -0.9185 -0.9367
C -1.8897 0.0743 1.1085
C 2.6588 -0.2058 -0.8106
C -2.9055 0.3422 0.0056
N -0.6159 -0.4409 0.6971
N 1.5651 -0.4136 -0.1008
O -2.3457 1.3486 -0.8453
H -0.4013 -2.4145 1.7046
H 2.1597 -2.0158 1.0496
H -0.1856 0.2156 -1.1814
H 2.1791 0.5516 2.8548
H 0.2419 1.2220 0.0082
H 3.5884 1.9887 0.3265
H 4.3736 -0.6123 0.4711
H 3.4928 -2.0617 -0.2666
H 4.5219 -1.0340 -1.1975
H 2.1779 0.2300 -2.8465
H 2.0999 1.6735 -1.7359
H 3.6673 1.1060 -2.1675
H -4.7557 -0.0732 0.7910
H -4.2624 1.6151 1.3845
H -4.8320 1.1505 -0.2294
H -2.2377 -1.2508 -1.3883
H -3.9021 -0.7474 -1.6699
H -3.6537 -1.6384 -0.3766
H -1.7415 0.9978 1.6097
H -2.3603 -0.6699 1.7125
H -3.1466 1.6160 -1.3157

Output
* total charge: +1
* ΔE to the lowest compared entry with this formula, charge and spin: 532.4 kJ/mol
* calculated total energy: -17801.14714 eV
* orbital gap (alpha / beta): 7.77 / 7.77 eV



No. 4
A structure of composition C25H49FGaINO16. Source: OMol25; level of theory: the ωB97M-V functional and the def2-TZVPD basis.

Element x y z (Å)
C 1.4967 4.4479 3.0819
C 0.9124 4.1861 1.8951
Ga 0.3839 2.2976 1.4952
F 0.5885 1.3394 3.0334
I -2.1074 2.2656 0.6783
N 1.4560 1.4445 0.1547
C 2.0257 2.3851 -0.8156
C 2.4122 0.5611 0.6876
C 3.5039 1.0863 1.5971
O 2.3609 -0.6406 0.4618
H 1.0699 3.9781 3.9599
H 2.3928 5.0517 3.1936
H 0.7508 4.9976 1.1877
H 1.2421 3.0659 -1.1377
H 2.8830 2.9580 -0.4498
H 2.3184 1.8272 -1.7066
H 4.1011 1.8794 1.1571
H 3.0844 1.3831 2.5542
H 4.1734 0.2563 1.8021
C -7.0788 -0.1675 -3.3835
C -6.2640 -1.1844 -4.1547
O -4.8752 -0.8423 -4.1848
C -4.2035 -1.0948 -3.0534
O -4.6667 -1.5953 -2.0630
O -2.9521 -0.6968 -3.2236
C -2.1135 -0.8185 -2.0608
H -6.9112 0.8339 -3.7821
H -8.1418 -0.4019 -3.4511
H -6.7951 -0.1542 -2.3325
H -6.5810 -1.2041 -5.1966
H -6.3929 -2.1890 -3.7508
H -2.1418 -1.8315 -1.6650
H -2.4023 -0.1057 -1.2939
H -1.1017 -0.5904 -2.3829
C -7.6991 3.4807 6.1658
C -7.1625 3.8725 4.8046
O -5.7344 3.8469 4.7660
C -5.1887 2.6275 4.6769
O -5.8000 1.5922 4.6139
O -3.8735 2.7662 4.6765
C -3.1411 1.5338 4.6597
H -7.2567 4.1064 6.9426
H -8.7834 3.5949 6.1950
H -7.4554 2.4453 6.3984
H -7.4409 4.9004 4.5766
H -7.5690 3.2380 4.0170
H -3.4550 0.9008 3.8345
H -3.2673 1.0144 5.6098
H -2.0931 1.7857 4.5264
C -0.6992 -0.1352 -5.7925
C 0.7577 -0.2495 -5.4043
O 1.5894 0.6641 -6.1456
C 1.5416 1.9301 -5.7473
O 0.8978 2.3704 -4.8352
O 2.3449 2.6459 -6.5448
C 2.3273 4.0463 -6.2721
H -0.8230 -0.2541 -6.8711
H -1.2861 -0.8967 -5.2809
H -1.1018 0.8410 -5.5260
H 1.1248 -1.2443 -5.6476
H 0.8983 -0.1009 -4.3342
H 2.5375 4.2445 -5.2235
H 1.3630 4.4722 -6.5463
H 3.1048 4.4927 -6.8862
C 2.8494 -4.5678 -2.0312
C 2.6301 -5.3301 -3.3210
O 1.3025 -5.8735 -3.4039
C 0.3512 -4.9949 -3.7093
O 0.5121 -3.8264 -3.9365
O -0.8214 -5.6294 -3.7060
C -1.9469 -4.7734 -3.9272
H 2.6110 -5.1967 -1.1728
H 3.8871 -4.2441 -1.9537
H 2.2126 -3.6866 -1.9781
H 3.2966 -6.1898 -3.3664
H 2.8325 -4.7090 -4.1936
H -1.8224 -4.1891 -4.8363
H -2.0915 -4.1125 -3.0740
H -2.8132 -5.4203 -4.0300
C 8.4955 -1.3025 6.4898
C 8.1498 -2.1172 5.2611
O 6.8284 -2.6622 5.3357
C 5.8413 -1.7934 5.0911
O 5.9815 -0.6347 4.8049
O 4.6877 -2.4362 5.2223
C 3.5242 -1.6112 5.0633
H 8.3477 -1.8963 7.3930
H 9.5346 -0.9748 6.4485
H 7.8598 -0.4219 6.5667
H 8.8142 -2.9765 5.1845
H 8.2608 -1.5314 4.3487
H 3.5527 -1.0668 4.1230
H 3.4414 -0.9183 5.8988
H 2.6632 -2.2718 5.0649

Output
* total charge: -1
* calculated total energy: -124168.58965 eV
* orbital gap: 7.37 eV



No. 5
An isolated molecule of C17H17ClN2O3. Source: OMol25; level of theory: the ωB97M-V functional and the def2-TZVPD basis.

Element x y z (Å)
O 0.6956 -2.7546 -1.5007
C 0.1211 -1.6912 -1.3893
C 0.3975 -0.5196 -2.3543
N 1.0749 0.5788 -1.6985
C 0.4110 1.4921 -0.9563
O -0.7982 1.4321 -0.7818
C 1.2430 2.5745 -0.3652
C 0.7840 3.1802 0.8021
C 1.5029 4.1945 1.4026
C 2.6888 4.6190 0.8217
Cl 3.5971 5.8858 1.5603
C 3.1500 4.0434 -0.3536
C 2.4282 3.0226 -0.9428
N -0.7892 -1.3680 -0.4602
C -1.2600 -2.1984 0.6377
C -0.1194 -3.0182 1.2810
O -0.5253 -3.5690 2.5079
C -2.3867 -3.1208 0.2236
C -2.2407 -3.9800 -0.8597
C -3.2645 -4.8433 -1.2070
C -4.4393 -4.8652 -0.4739
C -4.5881 -4.0173 0.6099
C -3.5673 -3.1487 0.9556
H -0.5537 -0.1475 -2.7455
H 1.0192 -0.8827 -3.1731
H 2.0807 0.5507 -1.6704
H -0.1476 2.8404 1.2281
H 1.1495 4.6572 2.3104
H 4.0649 4.3968 -0.8023
H 2.7821 2.6021 -1.8726
H -1.1749 -0.4283 -0.5112
H -1.6334 -1.5119 1.4067
H 0.7194 -2.3565 1.5095
H 0.2229 -3.7936 0.5880
H -1.2535 -4.1794 2.3424
H -1.3236 -3.9738 -1.4273
H -3.1423 -5.5049 -2.0518
H -5.2361 -5.5416 -0.7459
H -5.5009 -4.0297 1.1871
H -3.6879 -2.4874 1.8022

Output
* SMILES string: O=C(CNC(=O)c1ccc(Cl)cc1)N[C@H](CO)c1ccccc1
* ΔE to the lowest compared entry with this formula, charge and spin: 51.3 kJ/mol
* calculated total energy: -39551.32542 eV
* orbital gap: 9.48 eV



No. 6
A structure of composition C37H39FeN6O3PS2. Source: OMol25; level of theory: the ωB97M-V functional and the def2-TZVPD basis.

Element x y z (Å)
Fe 1.1133 -0.1787 0.2482
C -4.8325 1.2487 1.5976
C -3.6359 1.9280 1.4337
C -2.5028 1.2462 1.0124
C -2.5555 -0.1187 0.7580
C -3.7626 -0.7983 0.9356
C -4.8942 -0.1153 1.3465
P -1.0952 -1.0097 0.1501
C -1.3198 -2.6418 0.9310
C -1.6044 -2.7207 2.2947
C -1.7598 -3.9505 2.9088
C -1.6364 -5.1194 2.1684
C -1.3611 -5.0503 0.8115
C -1.2051 -3.8172 0.1941
C -1.3280 -1.3148 -1.6153
C -2.4562 -1.7879 -2.2318
C -2.4751 -1.9328 -3.6338
C -1.3861 -1.5705 -4.3819
C -0.2215 -1.0399 -3.7760
C 0.8808 -0.5583 -4.5231
C 1.9231 0.0493 -3.8812
C 1.9472 0.1551 -2.4678
C 0.9392 -0.3726 -1.7079
C -0.1871 -0.9354 -2.3647
H -5.7175 1.7780 1.9237
H -3.5820 2.9899 1.6355
H -1.5797 1.7747 0.8698
H -3.8175 -1.8662 0.7673
H -5.8245 -0.6500 1.4804
H -1.7173 -1.8162 2.8813
H -1.9864 -3.9975 3.9655
H -1.7669 -6.0804 2.6470
H -1.2738 -5.9561 0.2267
H -0.9989 -3.7756 -0.8677
H -3.3348 -2.0479 -1.6538
H -3.3619 -2.3187 -4.1174
H -1.4121 -1.6633 -5.4603
H 0.8645 -0.6436 -5.6023
H 2.7467 0.4558 -4.4538
H 2.7804 0.6674 -1.9942
C 0.2764 1.7337 3.2372
C 0.6654 0.3092 3.3846
N 0.8074 -0.5400 2.3994
C 1.3110 -1.7373 2.8333
C 1.5118 -1.8315 4.1707
S 1.0561 -0.3607 4.9084
C 1.6381 -2.6738 1.7771
C 1.9454 -3.9875 1.8955
S 2.3544 -4.5993 0.3617
C 2.0553 -3.0789 -0.3588
N 1.6725 -2.1568 0.4955
C 2.2792 -2.9565 -1.8264
H 0.0866 1.9428 2.1896
H 1.0993 2.3704 3.5643
H -0.6095 1.9666 3.8284
H 1.9293 -2.6476 4.7317
H 1.9615 -4.5887 2.7865
H 2.8802 -3.7944 -2.1768
H 2.7864 -2.0263 -2.0624
H 1.3338 -2.9658 -2.3687
N 4.3515 -0.8383 -0.4277
N 4.7408 0.1712 0.4664
C 3.8352 0.8347 1.2837
O 4.2811 1.5171 2.1955
O 2.5701 0.7659 1.0297
H 4.5997 -1.7561 -0.0679
H 4.8416 -0.7038 -1.3072
H 5.6632 0.1217 0.8769
C -1.5798 2.3020 -2.0100
N -0.9449 3.3056 -1.1803
C -1.4276 4.6723 -1.3155
C -0.2484 5.6035 -1.5085
C 0.6362 5.4596 -0.2909
N 0.8839 4.0573 0.0348
C 2.0861 3.8298 0.8224
C 0.1743 3.0176 -0.4604
O 0.5261 1.8344 -0.2504
H -1.5991 2.6401 -3.0487
H -2.6055 2.1119 -1.6837
H -1.0119 1.3816 -1.9584
H -1.9970 4.9643 -0.4254
H -2.1143 4.6984 -2.1594
H -0.5696 6.6385 -1.6176
H 0.2939 5.3180 -2.4126
H 0.1723 5.9480 0.5738
H 1.6054 5.9362 -0.4485
H 2.9768 3.8948 0.1914
H 2.0662 2.8505 1.2839
H 2.1504 4.6009 1.5896

Output
* total charge: +1
* <S²>: 0.78
* 2S+1: 2
* ΔE to the lowest compared entry with this formula, charge and spin: 0.0 kJ/mol
* calculated total energy: -119428.66617 eV
* orbital gap (alpha / beta): 7.92 / 8.24 eV



No. 7
An isolated molecule of C11H10N2OS2. Source: OMol25; level of theory: the ωB97M-V functional and the def2-TZVPD basis.

Element x y z (Å)
O -2.1971 2.9858 0.3763
C -1.1961 2.6166 -0.2146
C -1.2064 1.4041 -0.9763
C -0.0213 0.9128 -1.4656
C 0.0503 -0.3374 -2.2364
S 1.3550 -1.4162 -1.5164
C 0.6373 -1.7450 0.0201
C 0.9372 -0.9500 1.1420
C 0.3246 -1.2588 2.3419
C -0.5752 -2.3386 2.4707
C -0.8918 -3.1362 1.3501
C -0.2647 -2.8331 0.1060
N 1.1328 1.7049 -1.3320
C 1.1432 2.8755 -0.6339
S 2.5422 3.6876 -0.3309
N -0.0281 3.2580 0.0032
H -2.1560 0.9058 -1.1304
H -0.9421 -0.8268 -2.1249
H 0.2073 -0.1697 -3.2858
H 1.6659 -0.1575 1.1184
H 0.5193 -0.5725 3.1833
H -1.0436 -2.5412 3.4663
H -1.5862 -3.9524 1.5201
H -0.4098 -3.5133 -0.7126
H 2.0231 1.2704 -1.6592
H -0.0198 4.1272 0.5205

Output
* SMILES string: O=c1cc(CSc2ccccc2)[nH]c(=S)[nH]1
* calculated total energy: -38267.93416 eV
* orbital gap: 8.90 eV



No. 8
An isolated molecule of C5H6O. Source: OMol25; level of theory: the ωB97M-V functional and the def2-TZVPD basis.

Element x y z (Å)
C 0.0248 2.2993 -0.4764
C 0.6772 1.0015 -0.6191
C 0.9761 -0.1693 -0.6512
C 1.2811 -1.9436 -0.6724
C -0.1338 -2.5192 -0.3971
O 2.1705 -2.7802 -0.7649
H -1.0896 2.0861 -0.4226
H 0.2482 3.2404 -0.9912
H 0.2144 2.4123 0.5939
H -0.2576 -3.4308 -0.9028
H -0.7392 -1.7141 -0.8625
H -0.3424 -2.6697 0.6978

Output
* SMILES string: CC#CC(C)=O
* ΔE to the lowest compared entry with this formula, charge and spin: 354.8 kJ/mol
* calculated total energy: -7325.60710 eV
* orbital gap: 10.65 eV



No. 9
A cluster of 5 separate species, C7H23NO4 in total. Source: OMol25; level of theory: the ωB97M-V functional and the def2-TZVPD basis.

Element x y z (Å)
C 0.9503 1.8623 -1.3233
C -0.0786 1.4837 -0.2358
N 0.3567 0.5022 0.7643
C -0.7474 0.1338 1.6306
C -0.7760 -1.3929 1.7616
C 0.3823 -1.9410 0.9404
C 1.0801 -0.6899 0.2610
C 2.5599 -0.6200 0.6746
H 1.6439 2.5769 -0.8877
H 0.3991 2.2776 -2.1665
H 1.4259 0.9637 -1.7073
H -0.1477 2.4501 0.2728
H -1.0677 1.1874 -0.6116
H -1.7279 0.5521 1.3612
H -0.5929 0.5802 2.6243
H -0.7461 -1.5883 2.8313
H -1.7103 -1.8422 1.4591
H 1.0582 -2.5678 1.4929
H -0.0603 -2.3231 0.0220
H 1.0597 -0.7585 -0.8237
H 3.1276 -1.3453 1.2698
H 2.8704 0.3646 1.0360
H 3.1748 -0.7650 -0.2203
O -3.1717 -0.5563 -1.6833
H -2.9437 -0.3638 -0.7715
H -2.8041 -1.3994 -1.9644
O 2.0181 1.5320 3.2281
H 1.3694 1.1214 3.8046
H 1.7922 1.2474 2.3296
O -2.6580 2.1255 -2.7070
H -2.5987 2.5174 -1.8358
H -2.5828 1.1617 -2.6473
O -0.6717 -2.2794 -2.8297
H -0.0656 -2.6407 -2.1660
H -0.1173 -1.5663 -3.1831

Output
* SMILES string: CCN1CCC[C@@H]1C.O.O.O.O
* ΔE to the lowest compared entry with this formula, charge and spin: 112.9 kJ/mol
* calculated total energy: -17310.99784 eV
* orbital gap: 9.19 eV



No. 10
A structure of composition C19H30NO2P2Tb. Source: OMol25; level of theory: the ωB97M-V functional and the def2-TZVPD basis.

Element x y z (Å)
C -0.8431 1.1329 -4.6928
C -0.8641 0.5948 -3.3969
N -0.0421 1.0957 -2.4274
C 0.8086 2.1256 -2.7064
C 0.8820 2.6683 -3.9954
C 0.0439 2.1698 -5.0005
C -1.7427 -0.5741 -3.0310
P -2.0329 -0.6407 -1.1923
Tb -0.0201 0.1836 -0.4687
P 1.9059 1.3733 -0.2395
C 1.6103 2.6794 -1.5503
O -0.5768 -3.5090 -3.4269
O 0.5907 -3.5462 -0.9626
H -1.5114 0.7198 -5.4537
H 1.5790 3.4868 -4.1976
H 0.0803 2.5877 -6.0116
C -3.5339 0.3889 -0.9051
C -2.6025 -2.3505 -0.8504
H 2.5310 3.1788 -1.8993
H 0.9869 3.4375 -1.0360
H -1.2119 -1.5337 -3.2488
H -2.6730 -0.5737 -3.6267
C 2.2725 2.3337 1.2835
C 3.5279 0.6222 -0.6875
H 0.6922 -2.5469 -0.9729
H 0.3043 -3.7204 -0.0474
H -0.2203 -3.6749 -2.5125
H 0.2378 -3.3848 -3.9458
H -0.8030 1.4784 0.2536
H 0.8355 -1.1199 -1.1534
H -4.4092 0.0039 -1.4578
H -3.7523 0.3971 0.1759
H -3.3101 1.4215 -1.2180
H -3.4689 -2.6315 -1.4725
H -1.7570 -3.0278 -1.0407
H -2.8694 -2.4061 0.2185
H 4.3439 1.3661 -0.7139
H 3.7639 -0.1592 0.0544
H 3.4211 0.1378 -1.6718
H 3.1447 3.0000 1.1644
H 1.3745 2.9148 1.5472
H 2.4636 1.6123 2.0958
C 0.0933 -0.7285 1.7253
C 0.0193 -0.8181 2.9231
C 0.0314 -0.7482 4.3614
C -1.0264 -0.1058 5.0206
C -1.0011 0.0441 6.4094
C 0.0839 -0.4395 7.1445
C 1.1461 -1.0734 6.4889
C 1.1242 -1.2246 5.0975
H -1.8653 0.2897 4.4591
H -1.8180 0.5447 6.9148
H 0.1067 -0.3153 8.2196
H 1.9911 -1.4366 7.0602
H 1.9592 -1.6995 4.5976

Output
* <S²>: 12.59
* 2S+1: 7
* ΔE to the lowest compared entry with this formula, charge and spin: 532.3 kJ/mol
* calculated total energy: -66774.74163 eV
* orbital gap (alpha / beta): 6.11 / 6.18 eV



No. 11
A structure of composition C11H10MoN2OS5SbSe4. Source: OMol25; level of theory: the ωB97M-V functional and the def2-TZVPD basis.

Element x y z (Å)
Mo -1.2007 0.1272 -1.2507
S 4.7486 -1.0244 2.1685
C 3.4758 -0.5960 1.2520
S 3.0288 1.0419 0.9180
C 1.5811 0.6022 -0.0726
C 0.4055 -1.2341 -0.8552
S -0.9528 -2.2657 -1.0496
S 3.2708 -2.4816 -0.7782
S 0.2074 1.7875 -0.0137
C -2.3704 1.4219 2.5884
C -1.6328 0.3946 1.7857
O -2.1118 -0.0020 0.7137
N -0.4599 -0.0271 2.2633
C 0.4008 -1.0479 1.6948
C 1.1844 -0.8287 0.3692
C 2.5150 -1.5855 0.6005
C 3.7361 -1.2159 -1.8862
C 3.1183 -0.0665 -2.1318
C 1.8049 0.4387 -1.6060
N 0.6802 -0.4406 -1.9489
H -3.4173 1.4048 2.2980
H -1.9546 2.3946 2.3122
H -2.2628 1.2793 3.6619
H -0.0850 0.4938 3.0377
H -0.2019 -1.9467 1.5316
H 1.1097 -1.2706 2.4926
H 2.3658 -2.4001 1.3123
H 4.6507 -1.4502 -2.4172
H 3.6029 0.5892 -2.8464
H 1.6350 1.4135 -2.0587
Se -6.2192 0.7466 -4.7363
Sb -5.5654 1.4787 -2.5929
Se -2.9712 1.0013 -2.4656
Se -6.2381 -0.2463 -0.8668
Se -5.8777 3.5140 -1.4239

Output
* total charge: -1
* <S²>: 2.03
* 2S+1: 3
* ΔE to the lowest compared entry with this formula, charge and spin: 282.5 kJ/mol
* calculated total energy: -340554.42923 eV
* orbital gap (alpha / beta): 6.04 / 5.35 eV



No. 12
A cluster of 3 separate species, C2H10NO3 in total. Source: OMol25; level of theory: the ωB97M-V functional and the def2-TZVPD basis.

Element x y z (Å)
C -1.7792 1.1679 -0.7809
N -0.6394 1.7712 -0.0640
C 0.5295 0.9001 -0.2214
O 0.5967 -0.2111 0.5655
H -2.0223 0.1739 -0.4583
H -2.7390 1.7011 -0.5590
H -1.5538 1.1673 -1.8381
H -0.7945 1.6832 0.9337
H 0.7109 0.6725 -1.3243
H 1.4654 1.5733 -0.0397
H 2.8068 -1.9954 1.3486
H 2.0371 -0.7433 0.7289
O 2.9187 -1.2670 0.7408
H -0.9092 -2.2837 0.9470
H 0.0313 -1.7968 -0.0229
O -0.6593 -2.5132 0.0439

Output
* total charge: -1
* ΔE to the lowest compared entry with this formula, charge and spin: 43.9 kJ/mol
* calculated total energy: -9869.31603 eV
* orbital gap: 8.04 eV